C53H72BN9OPS3W | ωB97M-V/def2-TZVPD

```
141
Properties=species:S:1:pos:R:3:forces:R:3:mulliken_charge:R:1
W -0.572 0.296 -0.933 -0.308 -0.192 0.156 0.808
C 2.386 -5.880 -2.256 0.002 0.012 -0.017 -2.005
C 1.392 -4.728 -2.044 -0.031 0.000 -0.030 1.464
C 0.740 -4.971 -0.686 0.018 -0.012 0.019 -1.524
C 0.387 -4.723 -3.190 -0.045 0.019 0.003 -1.187
N 2.165 -3.439 -2.062 -0.005 -0.005 -0.017 1.362
C 3.312 -3.328 -2.831 0.028 -0.041 0.023 -0.505
C 3.955 -2.214 -2.444 -0.004 0.026 -0.009 -1.804
N 3.214 -1.618 -1.452 -0.010 -0.016 0.020 0.696
B 3.944 -0.697 -0.409 0.018 -0.006 -0.031 -0.018
N 3.889 -1.424 0.956 -0.028 0.028 0.050 0.587
C 4.474 -2.681 0.972 0.012 -0.019 -0.027 -1.509
C 4.283 -3.222 2.183 -0.097 -0.004 -0.036 -0.595
N 3.565 -2.303 2.936 0.063 -0.101 0.033 0.636
C 3.356 -1.177 2.184 0.023 0.050 -0.092 0.329
S 2.652 0.273 2.684 -0.017 0.170 -0.175 -0.339
C 3.291 -2.482 4.388 0.011 0.095 0.089 1.491
C 4.292 -1.633 5.168 -0.007 0.060 0.035 -1.718
C 1.857 -2.076 4.726 -0.090 -0.061 0.007 -1.611
C 3.449 -3.959 4.754 0.061 0.034 -0.050 -2.170
N 3.555 0.806 -0.495 -0.009 -0.018 -0.025 0.430
C 4.420 1.748 0.012 -0.042 -0.034 0.024 -1.566
C 4.169 2.920 -0.603 0.028 0.047 -0.061 -0.344
N 3.144 2.710 -1.506 -0.058 -0.033 0.054 0.934
C 2.758 1.413 -1.389 0.077 -0.005 -0.002 -0.492
S 1.461 0.673 -2.268 -0.031 0.140 -0.060 -0.493
C 2.688 3.721 -2.524 0.030 0.037 -0.026 1.641
C 3.455 5.022 -2.294 0.014 -0.010 0.009 -2.338
C 1.196 4.032 -2.413 0.000 -0.028 0.048 -1.286
C 3.047 3.185 -3.910 0.007 -0.038 -0.006 -1.700
C 2.087 -2.331 -1.273 0.038 0.064 0.009 -1.603
S 0.801 -1.796 -0.230 0.094 -0.022 0.018 -0.009
H 1.858 -6.818 -2.088 0.001 0.000 -0.004 0.479
H 3.213 -5.822 -1.548 -0.002 -0.003 0.001 0.391
H 2.784 -5.915 -3.268 0.003 0.000 0.002 0.470
H 0.309 -5.972 -0.693 0.008 0.002 -0.010 0.586
H -0.040 -4.261 -0.444 -0.035 0.030 -0.012 0.034
H 1.490 -4.926 0.108 -0.002 0.002 0.006 0.355
H -0.130 -5.682 -3.229 -0.010 0.000 0.002 0.431
H 0.898 -4.575 -4.143 -0.004 -0.004 -0.003 0.384
H -0.351 -3.934 -3.075 0.068 -0.051 -0.009 0.018
H 3.587 -4.059 -3.566 0.000 0.002 0.010 0.590
H 4.895 -1.805 -2.767 -0.002 -0.002 -0.003 0.636
H 5.097 -0.729 -0.766 0.001 0.003 0.019 -0.188
H 4.985 -3.078 0.112 -0.001 -0.006 0.008 0.724
H 4.598 -4.173 2.563 -0.001 -0.029 0.026 0.605
H 4.174 -0.582 4.904 0.015 -0.031 0.018 0.273
H 5.315 -1.941 4.942 -0.003 -0.021 0.004 0.395
H 4.126 -1.746 6.241 -0.006 -0.018 0.000 0.486
H 1.715 -1.004 4.646 0.023 -0.042 -0.001 0.290
H 1.641 -2.398 5.746 -0.023 -0.001 0.018 0.545
H 1.155 -2.567 4.049 -0.011 -0.025 0.004 0.230
H 4.484 -4.298 4.709 0.027 0.020 -0.056 0.531
H 2.836 -4.593 4.112 -0.014 -0.014 0.035 0.392
H 3.117 -4.093 5.783 -0.008 0.007 -0.001 0.466
H 5.143 1.498 0.767 0.005 -0.003 0.009 0.706
H 4.643 3.873 -0.474 0.001 0.012 0.005 0.542
H 3.231 5.455 -1.318 0.010 -0.003 0.007 0.472
H 3.137 5.734 -3.054 -0.020 -0.001 0.013 0.441
H 4.532 4.891 -2.398 0.000 0.002 -0.006 0.485
H 0.962 4.486 -1.451 -0.011 0.005 0.017 0.223
H 0.578 3.147 -2.539 -0.002 -0.008 0.003 0.108
H 0.943 4.745 -3.200 0.005 -0.004 0.004 0.701
H 4.123 3.017 -3.984 0.000 -0.008 -0.004 0.378
H 2.762 3.919 -4.664 0.004 0.007 0.001 0.487
H 2.532 2.251 -4.127 0.003 0.022 0.001 0.290
C -3.117 -1.703 -0.023 -0.002 -0.024 -0.012 -0.177
N -2.397 -1.258 -1.225 0.007 -0.055 0.023 0.578
C -1.947 -2.462 -1.950 -0.011 0.009 0.021 -1.538
C -3.352 -0.574 -2.117 -0.015 0.006 0.046 -1.102
C -2.618 0.053 -3.250 0.012 -0.026 -0.016 1.845
C -3.271 0.169 -4.470 0.004 0.018 0.004 -0.604
C -2.656 0.790 -5.542 -0.006 0.003 -0.006 -1.108
C -1.375 1.283 -5.362 0.014 -0.002 -0.003 -0.874
C -0.732 1.155 -4.138 0.063 0.014 0.017 0.142
C -1.310 0.531 -3.016 -0.062 -0.023 -0.116 -0.119
H -2.447 -2.291 0.591 -0.044 0.045 -0.048 -0.854
H -3.979 -2.315 -0.316 0.000 0.003 -0.009 0.644
H -3.464 -0.847 0.550 -0.001 0.018 0.003 -0.135
H -2.815 -3.062 -2.245 -0.003 0.004 0.005 0.355
H -1.304 -3.044 -1.304 0.023 -0.012 0.023 0.286
H -1.396 -2.168 -2.841 -0.013 0.019 0.009 0.499
H -3.883 0.177 -1.531 -0.007 0.005 0.002 -0.755
H -4.106 -1.291 -2.464 0.004 -0.002 -0.003 0.893
H -4.275 -0.229 -4.575 0.002 -0.003 -0.001 0.522
H -3.164 0.886 -6.493 0.002 -0.003 -0.001 0.403
H -0.862 1.777 -6.178 0.000 0.004 0.000 0.496
H 0.253 1.589 -4.071 -0.013 -0.021 0.003 0.427
C -5.697 1.194 2.827 0.001 -0.007 -0.015 -0.803
C -6.034 1.018 1.490 -0.008 -0.015 0.022 -0.856
C -5.112 1.297 0.496 0.012 -0.010 -0.036 -0.157
C -3.830 1.750 0.820 0.060 -0.012 0.027 0.010
C -3.512 1.941 2.160 0.020 0.015 -0.008 -0.587
C -4.437 1.665 3.158 0.000 -0.013 -0.005 -0.405
P -2.573 2.053 -0.476 0.108 0.110 -0.097 2.508
C -3.461 3.175 -1.610 -0.048 -0.001 0.000 1.273
C -4.501 3.976 -1.128 0.010 0.004 -0.002 -1.046
C -5.111 4.908 -1.953 0.000 0.001 -0.015 -0.889
C -4.693 5.054 -3.269 0.003 -0.002 -0.001 -0.707
C -3.656 4.272 -3.750 0.007 -0.001 -0.008 -1.286
C -3.039 3.341 -2.927 0.013 0.007 0.029 -0.153
C -1.218 2.973 0.238 -0.022 -0.015 -0.123 0.374
C -1.217 4.204 0.888 -0.011 0.048 0.009 -0.306
C -0.027 4.664 1.422 0.003 -0.013 -0.029 -1.477
C 1.116 3.869 1.321 -0.028 -0.022 0.011 -1.305
C 1.095 2.654 0.653 -0.040 0.014 0.145 1.279
C -0.078 2.181 0.048 0.041 -0.098 0.161 0.403
H -6.423 0.982 3.602 0.000 -0.001 -0.001 0.427
H -7.024 0.674 1.220 -0.001 0.001 0.000 0.462
H -5.411 1.190 -0.540 0.009 0.001 -0.003 0.405
H -2.541 2.332 2.419 -0.033 0.007 0.012 0.043
H -4.174 1.834 4.196 0.002 0.005 -0.003 0.445
H -4.840 3.880 -0.106 0.002 -0.004 0.009 0.467
H -5.913 5.521 -1.564 0.000 0.000 -0.001 0.445
H -5.175 5.778 -3.913 0.001 0.002 0.000 0.421
H -3.319 4.380 -4.773 -0.003 0.001 -0.003 0.495
H -2.225 2.750 -3.317 -0.014 0.022 0.023 0.562
H -2.130 4.782 0.976 0.002 0.001 0.001 0.573
H 0.014 5.618 1.933 -0.006 -0.002 0.004 0.449
H 2.037 4.195 1.792 -0.002 -0.002 -0.004 0.475
H 1.983 2.048 0.690 -0.001 -0.038 0.049 -0.014
C -0.509 1.585 3.483 0.099 -0.021 0.049 -1.126
N -0.972 0.215 3.584 -0.041 0.100 -0.011 1.125
C -1.054 -0.269 4.954 0.045 0.026 0.066 -1.397
C -1.204 -0.577 2.528 -0.069 -0.405 -0.172 -1.026
O -0.981 -0.277 1.331 0.172 0.306 0.237 0.362
N -1.738 -1.819 2.865 -0.060 0.040 -0.128 0.962
C -1.137 -3.052 2.413 -0.039 -0.043 -0.006 -2.140
C -2.984 -1.921 3.591 -0.022 -0.046 0.041 -1.128
H 0.509 1.646 3.871 0.025 0.008 -0.030 0.675
H -1.150 2.239 4.079 -0.025 -0.012 -0.014 0.527
H -0.507 1.894 2.453 0.044 0.093 -0.217 -0.030
H -0.242 0.184 5.521 0.021 0.004 0.009 0.482
H -0.950 -1.348 4.993 0.036 0.059 0.014 0.430
H -2.000 0.020 5.418 0.027 0.000 0.025 0.200
H -0.251 -2.842 1.819 0.002 -0.004 0.025 0.601
H -1.830 -3.651 1.809 0.013 -0.016 0.032 0.222
H -0.846 -3.663 3.274 -0.005 0.004 -0.003 0.465
H -3.360 -0.930 3.838 -0.014 -0.040 -0.033 0.300
H -2.872 -2.496 4.516 -0.019 0.008 -0.001 0.347
H -3.741 -2.420 2.974 0.020 -0.002 -0.010 0.279
```
Positions in Å, forces in eV/Å.

Calculated values
LUMO energy (spin up / spin down): -1.94 / -2.32 eV
charge: +1
frontier orbital gap (spin up / spin down): 7.1 / 6.7 eV
expectation value of S²: 2.0258
E: -115884.1172 eV
2S+1: 3

C53H74Cl2O5RbS | ωB97M-V/def2-TZVPD

```
136
Properties=species:S:1:pos:R:3:forces:R:3:mulliken_charge:R:1
Rb -0.812 -2.916 -0.022 -0.381 -0.149 -0.135 -0.267
C -0.420 -2.881 3.819 -0.022 0.037 0.054 -1.189
O -0.498 -2.126 2.622 0.107 0.105 -0.041 0.252
C 0.251 -0.953 2.592 -0.047 0.031 0.019 0.299
C -0.432 0.270 2.544 0.046 -0.023 0.094 0.245
C -1.941 0.374 2.418 -0.031 -0.029 0.018 -0.500
C -2.391 1.128 1.186 -0.016 -0.022 -0.002 0.694
C -3.156 2.278 1.209 -0.026 0.013 0.004 -0.533
C -3.588 2.921 0.039 0.007 0.010 -0.020 0.083
C -3.208 2.353 -1.181 -0.037 0.004 -0.008 -0.544
C -2.446 1.196 -1.256 -0.001 0.026 0.020 0.391
C -2.028 0.528 -2.550 -0.023 -0.018 -0.052 -0.870
C -0.526 0.319 -2.646 0.073 0.056 0.027 -0.144
C 0.297 1.435 -2.534 0.066 -0.054 0.008 -0.450
C 1.683 1.326 -2.517 -0.126 0.078 -0.018 -0.101
C 2.230 0.056 -2.588 0.070 0.029 0.127 0.210
C 1.460 -1.096 -2.650 -0.058 0.004 -0.105 0.494
C 2.167 -2.445 -2.519 0.039 -0.100 -0.050 -1.476
C 3.081 -2.429 -1.310 0.071 -0.110 0.010 -0.131
C 4.331 -1.824 -1.377 0.006 0.012 0.015 -0.899
C 5.067 -1.480 -0.247 0.037 -0.047 0.050 0.090
C 4.440 -1.701 0.984 -0.044 0.048 -0.044 -1.072
C 3.211 -2.323 1.098 -0.007 -0.034 -0.055 0.239
C 2.437 -2.308 2.401 0.012 -0.035 0.025 -1.321
C 1.643 -1.010 2.555 -0.026 0.049 0.003 0.528
C 2.341 0.199 2.618 -0.017 0.011 -0.014 -0.097
C 1.702 1.428 2.681 0.001 -0.023 0.002 0.430
C 0.311 1.434 2.613 -0.041 0.024 -0.127 -1.084
C 2.452 2.744 2.885 0.007 0.052 0.019 2.714
C 2.232 3.200 4.336 0.038 0.005 0.000 -2.001
C 3.955 2.595 2.645 0.011 -0.031 -0.072 -1.846
C 1.917 3.833 1.945 0.004 -0.035 0.007 -1.896
C 2.584 -2.891 -0.058 0.034 0.086 0.059 0.890
O 1.593 -3.702 0.038 0.261 -0.120 -0.015 -1.163
C 6.458 -0.855 -0.304 0.039 -0.007 0.006 2.005
C 6.897 -0.566 -1.739 0.015 -0.010 -0.001 -2.098
C 7.478 -1.814 0.328 -0.001 0.017 0.001 -2.013
C 6.482 0.473 0.467 -0.019 0.039 -0.016 -1.268
C 0.075 -0.940 -2.741 -0.035 0.000 0.012 0.086
O -0.732 -2.077 -2.841 0.034 0.151 0.121 0.407
C -0.827 -2.565 -4.162 0.019 0.010 -0.024 -1.127
C 2.627 2.514 -2.348 0.032 0.002 -0.021 2.860
C 3.422 2.714 -3.645 0.004 0.044 0.008 -2.017
C 1.886 3.811 -2.022 -0.063 -0.070 0.012 -2.466
C 3.606 2.206 -1.204 -0.031 -0.004 -0.076 -0.891
C -2.022 0.556 -0.064 0.082 0.032 0.029 -1.122
O -1.340 -0.514 -0.107 -0.054 0.095 0.106 1.318
C -4.433 4.190 0.147 -0.002 -0.013 -0.007 2.046
C -4.813 4.753 -1.222 -0.008 -0.002 -0.002 -2.131
C -5.733 3.891 0.909 0.002 0.015 0.001 -1.706
C -3.655 5.277 0.903 -0.001 -0.001 -0.001 -1.650
H 0.358 -2.494 4.480 0.006 -0.018 -0.006 0.394
H -1.383 -2.839 4.336 0.015 0.007 0.018 0.228
H -0.191 -3.920 3.572 -0.014 0.005 -0.013 0.210
H -2.348 -0.638 2.386 0.020 0.056 0.004 -0.817
H -2.343 0.866 3.311 -0.003 0.000 -0.001 0.579
H -3.433 2.691 2.178 0.000 -0.004 0.004 0.423
H -3.514 2.819 -2.113 0.005 -0.004 0.001 0.496
H -2.514 -0.447 -2.625 -0.001 -0.004 -0.001 -0.102
H -2.366 1.137 -3.396 -0.001 -0.009 -0.007 0.448
H -0.188 2.394 -2.405 -0.003 0.052 0.006 0.468
H 3.301 -0.062 -2.493 -0.155 0.041 -0.097 -0.013
H 1.435 -3.247 -2.421 0.013 0.003 -0.007 0.323
H 2.747 -2.629 -3.431 -0.007 -0.026 0.006 0.647
H 4.713 -1.577 -2.363 0.022 -0.048 0.011 0.481
H 4.921 -1.354 1.896 0.010 -0.024 0.010 0.566
H 1.772 -3.169 2.420 -0.004 0.013 -0.001 0.127
H 3.128 -2.393 3.246 -0.001 -0.016 0.000 0.703
H 3.422 0.150 2.592 -0.009 0.027 0.011 0.004
H -0.233 2.373 2.583 -0.003 -0.042 0.030 0.344
H 2.613 2.453 5.035 0.002 -0.005 0.005 0.387
H 2.748 4.146 4.523 0.002 0.001 0.005 0.484
H 1.170 3.341 4.542 -0.016 0.000 -0.009 0.289
H 4.410 1.909 3.363 0.009 0.007 -0.005 0.381
H 4.168 2.225 1.638 -0.014 0.027 0.109 0.094
H 4.441 3.567 2.760 0.014 0.005 0.005 0.560
H 0.866 4.051 2.136 0.020 0.023 -0.012 0.438
H 2.480 4.760 2.086 0.006 -0.007 0.010 0.527
H 2.010 3.532 0.903 0.029 -0.007 0.026 0.157
H 6.939 -1.479 -2.336 0.002 -0.003 -0.006 0.406
H 6.216 0.133 -2.231 0.010 0.006 -0.012 0.247
H 7.895 -0.118 -1.737 -0.003 0.005 0.002 0.444
H 7.497 -2.761 -0.216 -0.002 0.000 -0.004 0.432
H 8.484 -1.382 0.312 0.001 -0.002 0.001 0.492
H 7.214 -2.032 1.364 0.001 0.001 0.004 0.289
H 5.771 1.182 0.035 0.100 -0.063 0.068 -0.031
H 6.216 0.334 1.516 -0.001 -0.004 0.012 0.341
H 7.481 0.919 0.432 0.009 0.005 0.000 0.544
H 0.155 -2.856 -4.552 -0.004 0.003 0.000 0.274
H -1.473 -3.443 -4.136 -0.001 -0.003 -0.001 0.279
H -1.260 -1.810 -4.827 -0.001 -0.006 0.001 0.286
H 2.752 2.942 -4.476 -0.003 0.006 -0.008 0.452
H 4.132 3.539 -3.535 0.008 0.005 -0.008 0.444
H 3.983 1.814 -3.902 0.001 -0.013 0.004 0.263
H 1.227 4.112 -2.839 -0.009 0.000 0.004 0.476
H 1.282 3.711 -1.117 0.000 -0.007 -0.080 0.363
H 2.608 4.615 -1.860 0.004 0.007 -0.004 0.472
H 4.262 1.370 -1.453 -0.062 0.080 0.027 -0.677
H 4.233 3.076 -0.987 0.013 0.027 -0.003 0.752
H 3.062 1.927 -0.301 -0.019 -0.014 0.020 -0.214
H -5.399 4.036 -1.800 0.001 0.001 -0.002 0.358
H -5.415 5.656 -1.094 -0.001 -0.001 -0.002 0.449
H -3.928 5.018 -1.804 0.005 0.000 -0.003 0.370
H -6.318 3.136 0.380 0.000 -0.003 -0.002 0.344
H -5.525 3.509 1.910 0.001 -0.001 0.005 0.327
H -6.342 4.794 1.010 0.000 -0.001 -0.003 0.443
H -2.732 5.521 0.373 0.004 0.001 -0.002 0.337
H -4.253 6.189 0.999 0.001 -0.001 -0.001 0.454
H -3.383 4.943 1.906 0.000 0.000 0.004 0.309
C -5.938 -5.101 -1.094 -0.001 -0.004 0.005 -1.181
C -6.321 -3.738 -1.664 0.000 0.004 -0.009 -0.342
C -5.129 -2.886 -2.087 -0.063 0.064 0.037 -1.075
S -4.069 -2.179 -0.797 0.078 -0.083 -0.145 0.781
O -3.614 -3.335 0.050 -0.207 0.107 0.044 -0.585
C -5.325 -1.250 0.150 0.079 0.059 0.044 -0.339
C -5.829 -1.993 1.385 0.012 -0.008 -0.012 -0.566
C -4.875 -1.867 2.567 -0.027 -0.001 0.009 -0.967
H -6.831 -5.680 -0.852 0.002 -0.001 -0.003 0.356
H -5.325 -4.996 -0.201 0.003 0.000 0.003 0.208
H -5.354 -5.669 -1.820 0.002 -0.003 0.000 0.352
H -6.932 -3.185 -0.945 -0.001 0.000 -0.002 0.251
H -6.953 -3.880 -2.546 0.003 0.004 0.002 0.409
H -5.440 -2.021 -2.681 -0.005 0.000 -0.004 0.419
H -4.431 -3.465 -2.698 -0.001 -0.007 0.001 0.447
H -6.127 -0.998 -0.547 0.008 -0.010 -0.014 0.675
H -4.825 -0.318 0.430 -0.003 -0.007 0.003 -0.278
H -5.979 -3.049 1.150 -0.004 -0.001 0.007 0.137
H -6.807 -1.580 1.650 0.002 0.001 -0.003 0.490
H -3.909 -2.309 2.325 -0.006 -0.004 0.002 0.021
H -5.275 -2.375 3.447 0.000 -0.005 0.001 0.506
H -4.714 -0.817 2.823 -0.009 -0.004 -0.004 0.272
Cl -1.445 -5.936 1.063 0.034 -0.146 -0.002 -0.106
C -0.425 -6.068 -0.385 0.075 -0.136 -0.019 0.223
Cl -1.319 -5.611 -1.857 0.046 -0.125 -0.006 -0.127
H -0.133 -7.105 -0.491 -0.008 0.005 -0.001 0.482
H 0.438 -5.408 -0.278 -0.007 0.074 -0.002 -0.220
```
Positions in Å, forces in eV/Å.

Calculated values
LUMO energy: 1.91 eV
charge: -1
frontier orbital gap: 5.7 eV
E: -102939.3056 eV

Among the records above, which one has the lowest E? C53H72BN9OPS3W

The highest charge belongs to which entry? C53H72BN9OPS3W

charge of number 2 (C53H74Cl2O5RbS)? -1

Look up the charge of the first one. +1